# 1
C39H62IN3O16P | wB97M-V/def2-TZVPD

Computed properties:
Lowest unoccupied orbital energy, eV: 1.941
E_HOMO, eV: -4.44
Charge: -1

CARTESIAN COORDINATES (ANGSTROEM)
N  -1.630  -3.420  -0.932
C  -2.815  -2.738  -1.492
C  -4.068  -2.843  -0.616
P  -4.671  -1.330  0.393
N  -4.587  -0.274  -1.080
I  -2.228  -0.695  1.143
C  -6.513  -1.799  0.103
C  -7.450  -1.007  -0.550
C  -8.757  -1.453  -0.686
N  -9.212  -2.619  -0.237
C  -8.317  -3.365  0.407
C  -6.993  -3.009  0.605
H  -0.911  -2.734  -0.755
H  -1.870  -3.768  -0.014
H  -3.047  -3.249  -2.430
H  -2.572  -1.715  -1.760
H  -3.991  -3.671  0.083
H  -4.896  -3.084  -1.279
H  -5.111  -0.179  1.158
H  -4.737  -2.109  1.610
H  -5.094  0.569  -0.833
H  -3.633  0.054  -1.191
H  -7.169  -0.049  -0.951
H  -9.471  -0.820  -1.197
H  -8.667  -4.315  0.789
H  -6.311  -3.654  1.138
O  -1.411  1.385  -1.564
C  -1.413  1.523  -2.746
O  -0.429  2.209  -3.395
C  -0.733  2.310  -4.794
C  -1.693  1.159  -5.078
C  -2.442  1.034  -3.750
H  -1.191  3.286  -4.979
H  0.193  2.242  -5.363
H  -2.337  1.342  -5.937
H  -1.128  0.246  -5.268
H  -3.311  1.692  -3.701
H  -2.746  0.017  -3.520
O  4.518  5.719  -5.838
C  3.850  5.150  -5.019
O  2.510  5.285  -4.958
C  1.992  4.565  -3.805
C  3.045  3.521  -3.485
C  4.327  4.228  -3.910
H  1.851  5.271  -2.995
H  1.035  4.120  -4.052
H  3.029  3.205  -2.449
H  2.892  2.635  -4.104
H  4.742  4.835  -3.103
H  5.081  3.542  -4.282
O  3.261  -2.343  2.927
C  2.566  -1.593  3.550
O  3.094  -0.603  4.315
C  2.048  0.074  5.031
C  0.774  -0.199  4.242
C  1.055  -1.584  3.666
H  2.006  -0.335  6.044
H  2.299  1.132  5.091
H  -0.129  -0.143  4.845
H  0.675  0.519  3.427
H  0.753  -2.382  4.346
H  0.587  -1.721  2.697
O  1.388  -3.010  -0.749
C  2.130  -3.842  -0.334
O  1.706  -5.060  0.099
C  2.799  -5.799  0.652
C  4.055  -5.193  0.033
C  3.634  -3.736  -0.150
H  2.779  -5.685  1.739
H  2.669  -6.851  0.406
H  4.943  -5.329  0.649
H  4.245  -5.650  -0.940
H  3.823  -3.137  0.742
H  4.088  -3.264  -1.018
O  3.952  0.800  -2.102
C  5.133  0.886  -1.986
O  5.814  2.058  -2.153
C  7.227  1.824  -2.059
C  7.373  0.529  -1.269
C  6.115  -0.232  -1.679
H  7.632  1.742  -3.071
H  7.688  2.676  -1.564
H  8.303  0.004  -1.478
H  7.340  0.743  -0.200
H  6.264  -0.815  -2.589
H  5.724  -0.871  -0.893
O  -2.632  -5.197  1.674
C  -2.516  -6.296  1.232
O  -1.337  -6.974  1.236
C  -1.475  -8.212  0.531
C  -2.967  -8.532  0.562
C  -3.583  -7.134  0.554
H  -1.104  -8.071  -0.487
H  -0.868  -8.967  1.027
H  -3.286  -9.167  -0.263
H  -3.216  -9.041  1.495
H  -3.722  -6.750  -0.458
H  -4.519  -7.073  1.101
O  1.185  4.489  -0.966
C  0.468  5.193  -0.321
O  0.940  6.149  0.517
C  -0.150  6.760  1.234
C  -1.385  6.505  0.380
C  -1.046  5.158  -0.262
H  -0.229  6.291  2.216
H  0.071  7.816  1.368
H  -2.308  6.505  0.956
H  -1.468  7.273  -0.391
H  -1.345  4.311  0.357
H  -1.460  5.042  -1.259
O  -0.246  6.908  4.847
C  0.422  5.954  5.121
O  -0.123  4.744  5.378
C  0.894  3.807  5.766
C  2.192  4.370  5.198
C  1.932  5.876  5.258
H  0.909  3.748  6.857
H  0.637  2.831  5.365
H  3.074  4.044  5.745
H  2.305  4.058  4.159
H  2.213  6.308  6.219
H  2.415  6.423  4.454

Atoms 1-6, force components in eV/Å:
-0.26 0.18 -0.16
0.07 -0.95 0.08
0.16 0.67 -0.28
-2.35 -0.56 -0.46
0.08 -0.13 -0.08
1.20 0.37 0.78

---

# 2
C9H40N18O11 | wB97M-V/def2-TZVPD

Computed properties:
Lowest unoccupied orbital energy, eV: -0.518
E_HOMO, eV: -7.20
Relative energy (zero: lowest compared OMol25 entry of this formula, charge and spin), kcal/mol: 997.5

CARTESIAN COORDINATES (ANGSTROEM)
C  -6.681  4.383  25.097
O  -7.536  4.370  24.280
N  -6.911  4.601  26.362
N  -5.446  4.537  24.857
H  -7.892  4.720  26.572
H  -6.122  4.744  26.976
H  -4.791  4.474  25.624
H  -5.219  4.679  23.884
C  -9.159  2.085  26.489
O  -10.250  2.337  25.959
N  -8.432  2.836  27.222
N  -8.660  0.938  26.266
H  -8.044  2.401  28.046
H  -8.791  3.780  27.233
H  -9.351  0.396  25.767
H  -7.692  0.770  26.033
C  -10.782  2.763  31.425
O  -10.098  1.823  31.831
N  -10.302  3.809  30.915
N  -12.070  2.753  31.336
H  -9.351  3.677  30.601
H  -10.881  4.528  30.505
H  -12.694  2.017  31.634
H  -12.508  3.641  31.135
C  -7.775  7.567  26.749
O  -7.386  7.772  27.880
N  -8.771  6.906  26.320
N  -7.283  8.205  25.731
H  -8.734  6.632  25.349
H  -9.246  6.400  27.054
H  -6.617  8.943  25.913
H  -7.704  8.213  24.813
C  -8.206  5.648  31.247
O  -7.120  6.175  31.037
N  -8.370  4.561  31.988
N  -9.331  6.092  30.931
H  -9.218  4.238  32.431
H  -7.495  4.097  32.189
H  -9.299  6.988  30.466
H  -10.139  5.693  31.388
C  -5.139  5.088  27.972
O  -5.259  5.947  27.147
N  -6.104  4.546  28.582
N  -3.981  4.630  28.325
H  -6.922  5.137  28.543
H  -5.862  3.866  29.289
H  -3.158  5.073  27.941
H  -3.865  4.214  29.239
C  -5.334  8.463  29.071
O  -4.411  9.136  29.573
N  -6.292  9.054  28.374
N  -5.377  7.129  28.984
H  -6.459  10.050  28.392
H  -6.722  8.406  27.730
H  -4.518  6.698  29.294
H  -6.083  6.550  28.552
C  -8.466  4.833  28.371
O  -9.007  4.665  27.288
N  -7.756  5.925  28.648
N  -8.627  3.998  29.345
H  -7.404  6.257  29.535
H  -7.736  6.538  27.846
H  -9.104  3.120  29.199
H  -8.187  4.115  30.247
C  -11.825  1.472  28.926
O  -11.727  0.255  28.767
N  -10.844  2.276  28.908
N  -12.851  2.281  29.066
H  -9.887  1.990  28.760
H  -11.103  3.229  28.697
H  -13.772  1.880  29.175
H  -12.681  3.147  29.556
O  -8.985  1.784  29.180
H  -9.245  0.882  28.994
H  -8.029  1.775  29.123
O  -11.288  4.109  27.273
H  -10.717  4.698  26.780
H  -11.474  3.392  26.668

Atoms 1-6, force components in eV/Å:
-1.51 2.02 3.10
-3.85 -0.63 -4.07
-1.07 -1.12 -0.83
6.30 -0.65 -2.94
2.51 -0.01 -1.42
-3.49 -1.05 -3.61

---

# 3
C24H28O15S3V | wB97M-V/def2-TZVPD

Computed properties:
2S+1: 2
Lowest unoccupied orbital energy, eV: 3.437
E_HOMO, eV: -2.45
Charge: -2
⟨S²⟩: 0.78

CARTESIAN COORDINATES (ANGSTROEM)
O  -0.365  0.506  1.410
V  -1.206  0.006  0.172
C  -5.074  1.891  0.778
C  -3.911  1.239  0.318
C  -3.891  0.489  -1.002
O  -2.793  -0.086  -1.259
C  -5.062  0.443  -1.792
C  -6.200  1.123  -1.360
C  -6.225  1.784  -0.003
O  -7.303  2.239  0.448
O  -7.177  1.151  -2.146
O  -2.816  1.220  0.960
H  -4.957  2.363  1.740
H  -4.950  0.080  -2.803
C  3.567  -0.409  -1.477
C  2.276  -0.354  -0.983
C  1.316  -1.505  -1.278
O  0.077  -1.425  -0.913
C  1.694  -2.628  -1.960
C  3.013  -2.767  -2.471
C  3.993  -1.521  -2.325
O  5.055  -1.562  -2.926
O  3.531  -3.758  -2.975
O  1.948  0.522  -0.114
H  4.225  0.442  -1.363
H  1.018  -3.455  -2.133
C  -3.288  -4.761  -0.020
C  -1.820  -4.831  0.481
C  -1.821  -4.293  1.895
S  -2.869  -2.762  1.793
O  -2.097  -1.748  1.124
O  -3.652  -2.462  2.979
C  -3.979  -3.527  0.574
H  -3.813  -5.608  0.431
H  -3.367  -4.920  -1.093
H  -1.175  -4.179  -0.110
H  -1.493  -5.866  0.415
H  -0.884  -4.127  2.423
H  -2.346  -4.967  2.581
H  -4.471  -2.823  -0.095
H  -4.776  -3.912  1.211
C  3.166  2.514  2.383
C  2.111  2.035  3.390
C  2.879  1.629  4.638
S  4.501  0.904  4.094
O  4.420  -0.547  4.046
O  5.588  1.536  4.820
C  4.307  1.484  2.378
H  3.524  3.499  2.703
H  2.875  2.538  1.333
H  1.638  1.179  2.903
H  1.386  2.844  3.467
H  2.463  0.794  5.198
H  3.151  2.501  5.231
H  3.919  0.642  1.800
H  5.210  1.909  1.947
C  2.326  3.526  -2.610
C  2.417  2.180  -3.352
C  1.003  1.607  -3.470
S  -0.025  2.461  -2.167
O  -0.551  1.478  -1.254
O  -0.924  3.345  -2.884
C  1.342  3.372  -1.472
H  1.953  4.265  -3.329
H  3.311  3.932  -2.378
H  3.065  1.490  -2.809
H  2.921  2.349  -4.305
H  0.986  0.535  -3.265
H  0.479  1.679  -4.421
H  1.738  2.781  -0.643
H  0.890  4.294  -1.105

Atoms 1-6, force components in eV/Å:
-0.85 -0.64 -0.92
1.10 0.49 0.32
3.22 -1.46 -0.93
-1.27 0.73 0.37
-1.94 -0.10 -0.43
0.96 -0.45 0.15

---

- What is the E_HOMO in the second record?
  -7.20 eV

---

- The highest E_HOMO belongs to which entry?
  C24H28O15S3V